The following is a quantum chemistry calculation of a structure of composition C6H14 in a non-equilibrium geometry, from the OMol25 dataset.

Each line ends with the Mulliken charge.
Geometry (Å):
H 0.18327 -0.21026 2.01076  0.32
H 0.36560 2.66222 2.11821  0.28
H -0.83063 0.27346 -1.77439  0.22
H -3.37077 -1.26680 1.11708  -0.19
H -0.34989 -2.28350 0.98368  0.40
C 0.12734 0.41115 -1.26908  -0.39
C 0.39300 1.88563 1.25267  -0.92
H 1.68316 -0.69953 -2.80130  0.25
H -0.07715 -2.12718 -0.87437  0.35
H 1.70887 0.99081 -2.62569  0.30
C 0.00902 -0.26937 -0.04406  0.44
H 1.42633 1.72307 0.85314  0.21
H -3.71331 -1.84319 0.86840  0.19
C -0.24457 -1.65933 0.10466  -1.00
C -0.24288 0.52209 1.29704  -0.25
C 1.41702 0.11566 -2.06392  -1.20
H 2.05011 0.19174 -1.20547  0.29
H 1.00274 -1.06594 0.32326  0.19
H -1.38044 0.48107 1.38267  0.19
H -0.15680 2.16819 0.34671  0.31

M	86.178	u
E_tot	-6441.1201	eV
energy relative to the best compared isomer or geometry (same formula, charge and spin)	191.1	kcal per mole
LUMO energy	-0.24	eV
orbital gap	0.2041	Eh
HOMO level	-0.213	hartree

The following is a quantum chemistry calculation of the molecule C15H20N2O2, from the OMol25 dataset.

Each line ends with the Mulliken charge.
Geometry (Å):
H 4.29760 -1.77339 0.78715  0.26
C -3.43703 -1.44398 -0.41532  -0.55
H -3.46312 -2.79684 1.23059  0.38
C 4.72929 -0.94911 0.22501  -1.34
C -2.05970 -1.21091 1.53679  -0.26
C 3.33168 -1.47922 -1.82662  -1.34
H -0.16973 0.17433 2.67273  0.39
H -1.46199 1.30880 -0.61697  0.44
H 5.00519 -0.16301 0.92392  0.36
O -0.97445 1.98036 2.08084  -0.60
C 1.45217 -1.51696 1.09451  -0.89
N 2.40515 1.59674 -0.45367  -0.70
C 0.78480 0.86010 0.88657  -0.31
H -3.05388 2.14643 -2.12880  0.32
H 2.63885 -1.06014 -2.55231  0.36
C -0.43404 0.71838 1.74620  -0.30
H 4.20286 -1.85430 -2.35911  0.43
C -2.88554 -0.27876 -0.95320  0.74
H 5.63341 -1.30969 -0.26048  0.43
C -1.50216 -0.06052 1.00436  -0.28
H -1.74858 -1.56678 2.50816  0.41
C -3.02643 -1.89907 0.81898  -0.55
H 2.19379 -2.18267 0.66603  0.43
H -0.25626 2.56185 2.35381  0.42
N 1.63187 -0.18371 0.59133  0.12
H 0.91105 2.95095 0.18930  0.50
H 4.29157 0.37784 -1.39060  0.27
C -2.84984 1.27246 -2.75503  -0.78
H 0.45490 -1.88089 0.83663  0.25
C 2.60012 0.32168 -0.22625  0.09
H -4.18829 -1.96723 -0.98519  0.44
O -3.35464 0.09325 -2.17461  -0.47
H 1.55646 -1.52854 2.18300  0.26
H -3.37132 1.37925 -3.70494  0.23
H -1.77297 1.20129 -2.93907  0.32
C 3.76347 -0.40018 -0.82904  0.35
C 1.28437 1.94659 0.22416  0.10
H 2.84747 -2.32109 -1.33783  0.26
C -1.91304 0.40631 -0.23745  -0.22

M	260.337	u
E_tot	-22954.6059	eV
energy relative to the best compared isomer or geometry (same formula, charge and spin)	37.9	kcal per mole
LUMO energy	0.67	eV
orbital gap	0.3302	Eh
SMILES	COc1cccc([C@H](O)c2cnc(C(C)C)n2C)c1
HOMO level	-0.306	hartree

The following is a quantum chemistry calculation of a cluster of 2 separate species, C3H3NOS in total in a non-equilibrium geometry, from the OMol25 dataset.

Each line ends with the Mulliken charge.
Geometry (Å):
N 0.59901 -0.75055 -0.96752  -0.51
H 0.24281 -1.73766 -0.89937  0.24
H 2.40321 0.41933 -0.37044  0.13
C -0.01389 -0.04501 0.91257  0.24
S 2.20624 -0.97395 -0.68726  -0.11
O 0.86185 -0.16226 1.66133  -0.32
C -2.18214 1.10570 0.10659  -0.05
C -1.23064 0.50272 0.63291  -0.06
H -2.88645 1.64169 -0.38880  0.44

M	101.130	u
E_tot	-17527.0102	eV
energy relative to the best compared isomer or geometry (same formula, charge and spin)	113.7	kcal per mole
LUMO energy (alpha / beta)	-0.67 / -0.67	eV
orbital gap (alpha / beta)	0.2552 / 0.2552	Eh
HOMO level (alpha / beta)	-0.280 / -0.280	hartree

The following is a quantum chemistry calculation of a structure of composition C43H40I2N8O2P2SW in a non-equilibrium geometry, from the OMol25 dataset.

Each line ends with the Mulliken charge.
Geometry (Å):
W -0.16790 -0.63589 0.11204  1.99
C 0.37470 -0.80769 3.20636  1.36
I 2.68675 -5.79540 4.55386  0.17
H -0.50429 -3.91512 -1.70098  0.13
S 0.71044 0.95497 -1.62096  -0.30
H -4.50492 3.52206 3.26383  0.46
C -2.22914 4.97942 -2.53337  -0.72
H 2.75565 -6.03894 1.52625  0.41
H -5.21843 -4.52254 -0.34067  0.47
N 3.00230 -1.61629 -3.45974  -0.20
H -2.61225 -2.97650 -6.36089  0.44
C 1.56945 -3.30726 3.16820  1.03
C 1.33142 -2.65623 4.39755  -1.35
H -2.40702 -3.25526 -3.91840  0.44
H -1.27323 0.87677 -3.56191  0.45
C -3.52385 2.35224 1.76233  -0.58
N 1.32179 -2.02380 -4.98192  -0.36
H -3.83392 2.00649 -2.60894  0.36
H 1.41563 2.14009 4.29662  0.47
O 0.81642 -1.68986 -2.80522  0.26
C 1.18818 -2.60645 2.02407  -0.64
C -2.06400 -0.90212 -6.33146  -0.70
H -2.15556 -0.78081 -7.40296  0.43
C 1.49918 2.35558 3.23275  -1.61
C 2.30628 -5.06713 1.67814  -0.26
C 0.68196 1.40222 2.44004  0.47
C 2.13329 -4.60168 2.95020  -0.36
P -1.72023 -1.35318 -1.79417  0.70
H 2.80447 -1.15748 -1.45332  -0.23
C -0.36090 0.51889 3.04164  1.90
C -4.80051 0.52833 0.83638  -0.20
H -4.88577 -0.31434 0.16372  0.25
H -3.63126 0.03622 -1.96291  0.63
C -2.24857 2.52374 -1.23289  1.51
H -1.49693 1.14475 -5.99868  0.49
C -2.41997 0.07642 4.15987  -0.39
C -1.52911 -4.05301 -1.37646  -0.11
C 1.90303 -4.31487 0.53605  0.07
H -3.00616 -2.46199 1.78663  0.51
H 3.63772 -1.82618 -4.21091  0.20
C -1.99109 -5.30880 -1.01496  -0.78
C -2.20724 -2.29259 -4.37037  -0.62
C 3.58704 -1.44731 -2.14384  -0.41
C -3.10904 3.98532 -2.93974  -0.79
H -2.61360 2.94265 1.79496  0.40
H 2.77437 2.54782 -2.37357  0.22
H -4.39852 -2.27860 -0.95742  0.32
H 1.98632 -2.09690 -5.73003  0.18
C -4.58472 2.67889 2.58984  -0.86
H -1.01268 0.34688 2.20848  -1.93
H -1.13920 1.59497 4.88512  0.49
N 0.64479 -1.37363 2.05349  0.33
H 4.04948 -2.36873 -1.78656  0.26
H 1.59926 -3.14746 5.32490  0.31
N -2.88874 -0.20875 -1.31905  0.32
C 0.73546 -1.41991 4.41348  -1.24
C -1.31694 0.82804 4.14197  -1.64
H 0.34239 -2.09894 -5.19456  0.13
C 1.90155 1.81508 -0.68338  0.71
H -3.68126 -6.45458 -0.35799  0.43
H 2.53791 2.31318 2.91249  0.42
C -2.47485 -1.55142 2.05698  -0.24
H 0.51681 -0.92220 5.34837  0.63
N 0.89143 1.13871 1.19055  1.01
H -3.78643 4.16455 -3.76425  0.47
H -1.32020 -6.15846 -1.02958  0.49
H -3.10906 0.24180 4.98051  0.56
N 1.92612 1.83670 0.60886  -1.79
C -1.84029 -1.20592 -3.58421  0.56
H -6.77941 0.28685 1.61979  0.48
C -2.32119 -2.13372 -5.74740  -0.96
I 2.26301 -5.03863 -1.37034  0.08
H 4.34036 -0.66103 -2.17213  0.33
C 1.67470 -1.78500 -3.68566  0.14
C -5.75793 1.93636 2.53667  -0.67
C -3.72383 -3.12482 -0.97592  -0.76
C -2.39592 -2.95905 -1.35231  0.28
C -3.12701 2.76158 -2.28540  -0.88
C -3.63153 1.28064 0.87490  0.82
H -0.66945 3.33506 -0.01832  0.36
O 0.79930 -2.27731 -0.22249  -0.42
N 2.85514 2.45891 -1.37644  -0.38
C -1.57508 0.03376 -4.17180  0.11
C -3.31894 -5.47398 -0.63713  -0.75
C -1.69312 0.18349 -5.54197  -1.11
H 1.15738 3.37922 3.05564  0.31
N -1.59033 -1.14899 1.10588  1.16
H 3.48850 3.06855 -0.88506  0.26
P -2.27073 0.98843 -0.27524  -0.08
C -1.35750 4.75171 -1.47652  -0.93
C -2.83808 -1.03005 3.26036  -0.93
H -2.22478 5.93571 -3.03997  0.42
C -4.18265 -4.38668 -0.62367  -0.72
C -5.86262 0.86035 1.66505  -0.81
C 1.30085 -3.10903 0.72218  -0.09
H -6.59346 2.20015 3.17189  0.44
H -0.67692 5.53073 -1.15835  0.49
H -3.66621 -1.59132 3.67677  0.50
C -1.36230 3.52416 -0.83283  -0.23

M	1232.510	u
charge	+2
E_tot	-108685.0859	eV
energy relative to the best compared isomer or geometry (same formula, charge and spin)	82.9	kcal per mole
LUMO energy (alpha / beta)	-6.68 / -6.68	eV
orbital gap (alpha / beta)	0.2168 / 0.2169	Eh
HOMO level (alpha / beta)	-0.462 / -0.462	hartree